Record 1
The following is a quantum chemistry calculation of a structure of composition C7H28N12O7Pd in a non-equilibrium geometry, from the OMol25 dataset.

Last column: Löwdin charge in e.
CARTESIAN COORDINATES (ANGSTROEM)
Pd: 0.2139 -0.3945 -0.2147  1.2327
C: 1.3660 0.6847 2.9574  -0.6896
O: 1.0759 0.2578 1.8256  -0.0624
N: 1.5054 1.9857 3.1686  0.1962
N: 1.4992 -0.1242 3.9534  0.2003
H: 1.4453 2.6993 2.4564  0.1036
H: 1.8978 2.1763 4.0796  0.1169
H: 1.6301 0.2513 4.8818  0.1268
H: 1.3921 -1.1211 3.8312  0.1288
C: 2.0891 1.7179 -2.0014  -0.7159
O: 1.5563 1.0321 -1.1273  -0.0613
N: 2.4593 1.2599 -3.1291  0.2152
N: 2.2988 3.0046 -1.7942  0.1931
H: 2.2314 0.2988 -3.3398  0.1380
H: 2.7941 1.9571 -3.7787  0.1349
H: 2.7004 3.6093 -2.4965  0.1217
H: 2.0859 3.4530 -0.9146  0.1190
C: -1.9795 0.4908 -2.5986  -0.7076
O: -1.0916 0.2389 -1.8096  -0.0645
N: -3.2436 0.5505 -2.3731  0.2108
N: -1.6850 0.3549 -3.8952  0.1809
H: -3.6652 0.4165 -1.4651  0.1246
H: -3.8371 0.7163 -3.1733  0.1315
H: -2.3531 0.6815 -4.5786  0.1199
H: -0.7688 -0.0311 -4.0731  0.1202
C: -1.4026 2.5813 0.9089  -0.7613
O: -0.8155 1.5859 0.5372  -0.0195
N: -0.8628 3.6980 1.2038  0.2040
N: -2.6939 2.6530 0.9009  0.1934
H: -1.4933 4.4391 1.4746  0.1294
H: 0.1373 3.8391 1.1991  0.1203
H: -3.2394 1.8413 0.6484  0.1063
H: -3.0578 3.5160 1.2788  0.1244
C: 2.9724 -2.3119 -0.2218  -0.7406
O: 2.0176 -1.5698 -0.1396  -0.0466
N: 4.2111 -1.9220 -0.0507  0.1983
N: 2.8760 -3.5523 -0.5408  0.2022
H: 4.9538 -2.6032 0.0169  0.1267
H: 4.3222 -0.9692 0.2654  0.1314
H: 1.9323 -3.8799 -0.6905  0.1250
H: 3.6962 -4.0966 -0.7667  0.1334
C: -1.9508 -1.4814 2.0269  -0.6906
O: -1.1214 -1.4046 1.1450  -0.0356
N: -3.0820 -0.8419 2.0717  0.1958
N: -1.7322 -2.0634 3.2098  0.1854
H: -3.7494 -0.9303 2.8247  0.1325
H: -3.2118 -0.2022 1.3010  0.0985
H: -0.8308 -2.4967 3.3508  0.1195
H: -2.4580 -2.0889 3.9117  0.1204
C: -1.4989 -3.0959 -1.5905  -0.1322
O: -0.2850 -2.4382 -1.4363  -0.1917
H: -2.2493 -2.4307 -2.0177  0.0767
H: -1.2966 -3.8971 -2.3014  0.0972
H: -1.9137 -3.4841 -0.6603  0.0894
H: 0.2092 -2.5593 -2.2504  0.0941

Its expectation value of S² is 2.0020. The calculation puts the HOMO energy (alpha / beta) at -14.68 / -14.47 eV. The calculation puts the LUMO energy (alpha / beta) at -4.4054 / -5.5209 eV. As for the HOMO-LUMO gap (alpha / beta): 10.28 / 8.95 eV. As for the net charge: +2. The multiplicity is 3. The calculated total energy comes out at -1594.7749 a.u. The calculation puts the energy above the lowest of the compared OMol25 structures with the same formula, charge and spin at 2.9057 eV.



Record 2
The following is a quantum chemistry calculation of a cluster of 7 separate species, C7H28O7 in total in a non-equilibrium geometry, from the OMol25 dataset.

Last column: Löwdin charge in e.
CARTESIAN COORDINATES (ANGSTROEM)
C: 2.3607 -0.3067 2.8631  -0.2102
O: 2.7450 -0.0969 1.5654  -0.1099
H: 1.5612 0.3643 3.1774  0.0811
H: 2.0396 -1.3481 2.8410  0.0781
H: 3.1431 -0.2776 3.6215  0.0787
H: 1.8802 -0.1285 1.1499  0.0246
C: 0.1040 0.7174 -5.0684  -0.1517
O: 0.8248 0.3517 -3.9023  -0.1399
H: 0.4911 0.1028 -5.8811  0.0776
H: -0.9791 0.6718 -4.9550  0.0793
H: 0.4414 1.7434 -5.2156  0.0771
H: 0.3333 -0.3772 -3.5168  0.0292
C: -1.7959 -1.7598 5.2765  -0.1668
O: -0.4928 -1.9654 4.7684  -0.1306
H: -2.0351 -2.5857 5.9464  0.0707
H: -1.8408 -0.8421 5.8630  0.0788
H: -2.5679 -1.8354 4.5107  0.0776
H: 0.1223 -1.8011 5.4870  0.0758
C: -0.8818 -2.9525 -2.6352  -0.1082
O: -1.0259 -2.0001 -3.7125  -0.1295
H: -1.7995 -3.5406 -2.6304  0.0780
H: -0.1127 -3.7130 -2.7701  0.0829
H: -0.7628 -2.4723 -1.6639  0.0555
H: -1.3012 -2.4267 -4.5273  0.0866
C: -2.3874 3.2059 0.9888  -0.1754
O: -2.1302 4.5646 1.2775  -0.1174
H: -1.4847 2.7614 0.5698  0.0667
H: -2.5607 2.6241 1.8942  0.0689
H: -3.2111 3.0620 0.2895  0.0813
H: -1.2586 4.6924 1.6591  0.0764
C: 2.7073 1.6279 -1.4167  -0.1771
O: 3.2396 2.4495 -2.4416  -0.1141
H: 3.0170 1.9533 -0.4236  0.0770
H: 1.6316 1.5013 -1.5382  0.0541
H: 3.0563 0.5981 -1.4933  0.0746
H: 2.7116 2.3277 -3.2341  0.0579
C: -0.7416 -0.9176 0.8630  -0.1343
O: 0.3481 -0.5299 0.0489  -0.1183
H: -1.2133 -1.8075 0.4464  0.0658
H: -0.5745 -1.1012 1.9243  0.0778
H: -1.5689 -0.2104 0.8026  0.0759
H: -0.0316 -0.3237 -0.8084  0.0753

The calculation puts the HOMO energy at -9.48 eV. As for the SMILES: CO.CO.CO.CO.CO.CO.CO. The calculation puts the LUMO energy at 0.3503 eV. As for the HOMO-LUMO gap: 9.83 eV. The multiplicity is 1. The calculated total energy comes out at -810.0095 a.u. The calculation puts the energy above the lowest of the compared OMol25 structures with the same formula, charge and spin at 4.3967 eV.



Record 3
The following is a quantum chemistry calculation of a cluster of 7 separate species, C7H28O7 in total in a non-equilibrium geometry, from the OMol25 dataset.

Last column: Löwdin charge in e.
CARTESIAN COORDINATES (ANGSTROEM)
C: -4.1448 -0.0977 -0.4697  -0.1450
O: -3.0605 0.8370 -0.5247  -0.1555
H: -4.5552 -0.0864 0.5404  0.0766
H: -4.8565 0.2096 -1.2495  0.0880
H: -3.7229 -1.0641 -0.6520  0.0435
H: -2.4281 0.6534 0.2084  0.0246
C: 2.8733 -1.4504 1.1180  -0.1093
O: 2.0202 -0.3174 0.7049  -0.1862
H: 2.1600 -2.2887 1.1794  0.0775
H: 3.6002 -1.6065 0.3658  0.0621
H: 3.3372 -1.4690 2.0989  0.0690
H: 2.6039 0.5340 0.6257  0.0788
C: -1.1662 0.6715 2.4284  -0.1195
O: -0.8135 0.7002 1.0431  -0.1330
H: -0.4667 1.2041 3.0731  0.0826
H: -2.0525 1.2963 2.5151  0.0857
H: -1.2342 -0.3084 2.9030  0.0796
H: 0.1219 0.7191 0.9951  0.0252
C: 0.1635 3.1290 -1.9038  -0.1174
O: 0.9139 3.0769 -0.7056  -0.1250
H: 0.6229 3.7899 -2.6162  0.0733
H: -0.0078 2.1787 -2.3983  0.0829
H: -0.7973 3.6406 -1.7024  0.0945
H: 0.3635 2.6854 -0.0203  0.0759
C: 4.4217 2.7821 0.2329  -0.1277
O: 3.0982 2.2686 0.4794  -0.1685
H: 4.8509 2.3662 -0.6693  0.0623
H: 4.6141 3.8638 0.1442  0.0787
H: 4.9623 2.3181 1.1636  0.1147
H: 2.4628 2.7814 -0.0399  0.0288
C: -0.6109 -2.5071 -2.4438  -0.1498
O: 0.6196 -2.5421 -1.7319  -0.1302
H: -0.5936 -1.5796 -3.1219  0.0953
H: -0.5307 -3.2367 -3.2566  0.0812
H: -1.4855 -2.5176 -1.8440  0.0425
H: 0.6671 -1.8297 -1.1022  0.0405
C: -1.6819 -2.9625 0.9073  -0.1163
O: -2.5657 -3.9772 0.2957  -0.1336
H: -2.0566 -1.9206 0.9733  0.0690
H: -1.4615 -3.3734 1.8804  0.0690
H: -0.7682 -3.0393 0.2933  0.0627
H: -3.4167 -3.5319 0.2826  0.0526

The calculation puts the HOMO energy at -9.87 eV. As for the SMILES: CO.CO.CO.CO.CO.CO.CO. The calculation puts the LUMO energy at 0.6230 eV. As for the HOMO-LUMO gap: 10.49 eV. The multiplicity is 1. The calculated total energy comes out at -810.0185 a.u. The calculation puts the energy above the lowest of the compared OMol25 structures with the same formula, charge and spin at 4.1528 eV.



Record 4
The following is a quantum chemistry calculation of a cluster of 7 separate species, C7H28O7 in total in a non-equilibrium geometry, from the OMol25 dataset.

Last column: Löwdin charge in e.
CARTESIAN COORDINATES (ANGSTROEM)
C: 6.7900 46.3062 -5.7710  -0.1795
O: 5.7516 46.6424 -6.6717  -0.1124
H: 6.5353 45.9614 -4.7689  0.0701
H: 7.3673 45.4613 -6.1465  0.0762
H: 7.3911 47.2014 -5.6118  0.0732
H: 4.9935 46.9010 -6.1425  0.0724
C: 4.8361 44.0440 7.9701  -0.1610
O: 5.5075 45.2771 7.7545  -0.1317
H: 5.5124 43.5056 8.6340  0.0739
H: 3.8027 44.0492 8.3168  0.0782
H: 4.7892 43.5082 7.0220  0.0697
H: 6.2027 45.2235 7.0947  0.0695
C: -0.7796 47.3003 3.4785  -0.1656
O: -0.8289 47.9975 4.7070  -0.1326
H: -0.5061 47.9802 2.6717  0.0747
H: -0.0331 46.5106 3.5640  0.0720
H: -1.7711 46.8654 3.3525  0.0804
H: -0.0574 48.5555 4.8298  0.0711
C: 7.7889 46.9286 3.5381  -0.2011
O: 8.2037 45.7096 4.0116  -0.1095
H: 6.7580 46.9395 3.1841  0.0723
H: 7.8777 47.6730 4.3294  0.0784
H: 8.4074 47.2367 2.6952  0.0805
H: 8.9656 45.3731 3.5342  0.0812
C: 2.4489 37.6430 4.0713  -0.1930
O: 2.9166 38.5901 3.1582  -0.1102
H: 3.2469 37.3728 4.7629  0.0781
H: 1.5038 37.8847 4.5574  0.0741
H: 2.1492 36.7558 3.5135  0.0761
H: 3.1462 39.3619 3.6809  0.0748
C: 3.9597 51.5790 -1.6459  -0.2010
O: 2.6878 51.9159 -2.0771  -0.1019
H: 4.2567 50.6552 -2.1424  0.0721
H: 4.7054 52.3456 -1.8567  0.0821
H: 4.0128 51.2408 -0.6110  0.0714
H: 2.6726 52.8712 -2.1698  0.0773
C: 3.9742 44.5786 0.1883  -0.1569
O: 4.0482 43.8869 1.4458  -0.1244
H: 4.2864 45.6186 0.2831  0.0708
H: 4.3958 44.0621 -0.6740  0.0734
H: 2.9082 44.6920 -0.0094  0.0731
H: 4.9013 44.0460 1.8562  0.0633

The calculation puts the HOMO energy at -10.24 eV. As for the SMILES: CO.CO.CO.CO.CO.CO.CO. The calculation puts the LUMO energy at 0.1606 eV. As for the HOMO-LUMO gap: 10.40 eV. The multiplicity is 1. The calculated total energy comes out at -809.9915 a.u. The calculation puts the energy above the lowest of the compared OMol25 structures with the same formula, charge and spin at 4.8858 eV.



Record 5
The following is a quantum chemistry calculation of a cluster of 9 separate species, C7H28O9 in total in a non-equilibrium geometry, from the OMol25 dataset.

Last column: Löwdin charge in e.
CARTESIAN COORDINATES (ANGSTROEM)
C: -1.2115 -2.1500 -0.7458  -0.0689
C: 0.0127 -1.3202 -0.3141  -0.1058
C: 1.1508 -1.7274 0.3016  -0.2723
C: 1.5777 -3.1708 0.3066  -0.0657
C: 2.3654 -0.8656 0.2945  -0.1462
C: 2.3012 0.6216 0.8056  -0.1127
C: 3.2058 1.2652 -0.0675  -0.3642
O: 3.1606 1.4698 -1.2437  0.0384
H: -1.1097 -3.1582 -0.8297  0.0211
H: -2.1037 -1.8970 -0.2095  0.0401
H: -1.4713 -1.9077 -1.8754  0.1207
H: -0.2232 -0.2707 -0.3981  0.0763
H: 0.7218 -3.8568 0.5942  0.0971
H: 2.0651 -3.4933 -0.6155  0.0845
H: 2.2811 -3.4161 1.1087  0.0749
H: 3.0732 -1.3152 0.8207  0.0606
H: 2.8403 -0.9032 -0.6770  0.1283
H: 2.6063 0.5375 1.8301  0.1130
H: 1.2288 0.8326 0.9418  0.1071
H: 4.2070 1.5809 0.4887  0.1574
O: 2.1397 3.5237 -0.3934  -0.0307
H: 1.2522 3.5829 -0.2509  -0.0723
H: 2.2728 4.3614 -0.9000  0.0878
O: -1.4104 1.4588 0.9263  -0.0323
H: -0.6166 1.4661 1.2933  -0.0639
H: -1.7827 0.7340 1.4616  0.0052
O: -0.1379 1.8795 -2.4089  -0.0316
H: -0.1922 2.7005 -2.8396  0.0198
H: 0.7524 1.6997 -2.0907  0.0312
O: 1.0941 -2.7641 -3.1945  -0.1021
H: 0.8334 -1.8631 -3.5989  0.0863
H: 0.5002 -2.8277 -2.4064  0.0017
O: -0.4904 3.6278 -0.4465  -0.0061
H: -1.1318 4.2544 -0.2601  0.0335
H: -0.7672 2.7798 -0.6564  -0.0246
O: -4.5866 0.7812 0.6423  -0.0718
H: -4.7889 1.2807 -0.1837  0.0839
H: -3.6853 1.1102 0.6648  0.0171
O: -1.0538 -0.3354 2.5220  -0.1083
H: -1.8061 -0.9434 2.4509  0.0094
H: -1.1169 -0.2884 3.5938  0.1624
O: -3.7276 -1.0869 2.1139  -0.1062
H: -4.5761 -0.3904 2.0885  0.1517
H: -3.6526 -1.5967 1.3564  -0.0240

The calculation puts the HOMO energy at -8.85 eV. As for the SMILES: C/C=C(\C)CCC=O.O.O.O.O.O.O.O.O. The calculation puts the LUMO energy at 0.1763 eV. As for the HOMO-LUMO gap: 9.03 eV. The multiplicity is 1. The calculated total energy comes out at -960.4962 a.u. The calculation puts the energy above the lowest of the compared OMol25 structures with the same formula, charge and spin at 5.0158 eV.